This record from the OMol25 dataset describes a 2-piece molecular cluster, CH7N3 overall at a distorted geometry. The level of theory is the ωB97M-V functional and the def2-TZVPD basis.

Positions of all 11 atoms, in Å:
N1 -3.31 0.49 1.56
H1 -4.27 0.54 1.22
H2 -3.19 -0.41 2.04
H3 -2.67 0.36 0.80
N2 2.36 -0.82 -1.48
C1 1.73 -0.10 -0.52
N3 2.11 1.06 -0.18
H4 1.97 -1.71 -1.75
H5 2.89 -0.29 -2.16
H6 0.89 -0.56 -0.04
H7 1.48 1.46 0.52

Output
2S+1: 2
Max |F|, Eh/bohr: 0.022
HOMO energy (alpha / beta), hartree: 0.0445 / -0.2063
Net charge: -1
HOMO-LUMO gap (alpha / beta), eV: 3.0 / 10.1

Mulliken population analysis, charges in e, atoms 1 to 8: -1.78 0.49 0.50 0.46 -0.16 -2.03 -0.29 0.72